Entry 1:
84
Properties=species:S:1:pos:R:3:forces:R:3:lowdin_charge:R:1 method="wB97M-V/def2-TZVPD" charge=+2 spin_multiplicity=2
Rh -0.039993 0.509707 -0.360039 -0.314 -2.017 0.581 0.991
C 0.219705 3.679932 0.920261 0.121 0.254 0.000 -0.041
O -0.551953 2.466813 0.978529 0.714 -0.721 -0.908 -0.175
C -1.719023 2.515565 1.722722 -0.572 -0.268 0.230 -0.197
C -2.129356 3.621335 2.438375 0.182 0.211 -0.025 -0.052
C -3.334223 3.565794 3.132009 -0.046 0.048 0.055 -0.650
Br -3.901050 5.097429 4.077937 0.059 -0.177 -0.087 0.827
C -4.102983 2.422187 3.140615 0.110 -0.031 -0.074 -0.035
C -3.691434 1.295274 2.420562 0.198 0.079 0.012 -0.054
C -2.509653 1.369136 1.693356 -0.116 0.429 0.292 -0.173
O -2.052446 0.329958 0.902040 0.334 -0.588 -0.811 -0.023
C -4.554967 0.114860 2.467223 -0.723 -0.135 0.191 -0.263
N -5.803392 0.197038 2.847359 0.386 0.544 -0.036 0.188
C -6.309219 -1.072470 2.790332 0.141 -0.786 -0.137 -0.214
C -7.592968 -1.546729 3.082132 0.134 0.107 -0.015 0.004
C -7.830612 -2.891691 2.907141 -0.085 0.079 0.101 -0.070
C -6.826597 -3.766276 2.463482 0.189 -0.001 -0.063 -0.071
C -5.550525 -3.322613 2.171226 -0.068 -0.260 0.003 -0.020
C -5.311126 -1.968936 2.351647 -0.506 0.443 0.080 -0.185
N -4.201250 -1.175678 2.138273 0.365 -0.073 -0.305 0.150
H -0.361996 4.476565 0.456500 -0.045 -0.052 0.009 0.122
H 1.089630 3.470038 0.306686 -0.081 0.036 0.050 0.035
H 0.537031 3.978741 1.918890 -0.053 -0.069 0.013 0.112
H -1.557630 4.536786 2.460431 0.024 -0.038 0.014 0.107
H -5.031267 2.362251 3.688507 -0.022 0.014 0.018 0.122
H -2.790492 -0.104904 0.443919 -0.114 0.047 0.178 0.133
H -8.354072 -0.867379 3.439793 -0.044 -0.018 -0.045 0.119
H -8.813072 -3.290127 3.120403 0.006 -0.004 0.010 0.111
H -7.057978 -4.816407 2.348913 -0.008 0.003 -0.025 0.110
H -4.790953 -4.005181 1.812182 0.013 0.006 0.041 0.108
H -3.276532 -1.529677 1.971787 0.068 0.011 0.177 0.149
F 2.689111 -5.148405 2.048282 -0.123 -0.054 -0.004 0.112
C 1.718135 -5.099828 1.138786 0.238 0.283 -0.184 -0.176
C 1.818552 -4.278238 0.089193 0.166 -0.253 0.476 0.032
N 0.836656 -4.201865 -0.876305 -0.228 -0.028 -0.205 0.002
C 0.876767 -3.157063 -1.878937 -0.197 0.088 0.396 -0.009
C 0.505237 -1.821341 -1.244635 0.196 -1.243 -0.526 -0.565
O 1.167623 -1.377081 -0.263333 -0.650 2.128 0.299 -0.052
O -0.475784 -1.162617 -1.679865 0.245 2.312 0.784 0.008
C -0.296923 -5.024156 -0.839132 0.111 0.170 -0.050 -0.458
O -1.161957 -4.959171 -1.679697 -0.028 0.028 0.053 0.110
N -0.331666 -5.874316 0.237219 -0.031 -0.115 0.019 0.226
C 0.552500 -5.967184 1.325438 -0.116 0.004 -0.035 -0.379
O 0.327265 -6.675637 2.265861 0.109 0.007 -0.061 0.155
H 2.684661 -3.644585 -0.033020 0.006 0.013 -0.049 0.137
H 0.151200 -3.389520 -2.654532 0.010 -0.023 -0.017 0.145
H 1.878273 -3.084742 -2.306984 0.005 0.141 -0.035 0.141
H -1.121199 -6.506370 0.263345 -0.059 0.021 0.018 0.179
C 5.648586 1.525744 -0.224149 -0.644 -0.028 -0.287 -0.190
Ge 3.905892 0.990398 0.527806 0.712 -0.096 1.188 0.904
C 3.863773 -0.846400 1.229060 -0.255 0.288 -0.502 -0.208
C 3.223615 2.201962 1.935446 -0.100 -0.138 -0.566 -0.211
Ge 1.912724 1.352059 -1.439634 1.001 -0.211 -1.909 1.028
C 2.413920 0.114401 -2.931552 -0.386 0.391 1.115 -0.340
C 3.596444 -0.612972 -2.959381 0.011 -0.081 -0.122 -0.114
C 3.798580 -1.536866 -3.978076 0.158 0.041 0.076 -0.061
C 2.821729 -1.737145 -4.942865 -0.043 -0.031 -0.070 -0.050
C 1.639852 -1.009579 -4.906621 -0.072 0.105 0.022 -0.046
C 1.428806 -0.081722 -3.895049 0.037 -0.097 -0.106 -0.126
C 2.023173 3.233251 -2.046420 -0.607 -0.518 0.620 -0.356
C 0.947694 3.591274 -2.864595 -0.027 -0.118 0.103 -0.118
C 0.756520 4.920079 -3.210474 0.045 0.003 -0.043 -0.046
C 1.632313 5.886365 -2.733657 -0.044 0.022 -0.044 -0.038
C 2.705639 5.529376 -1.926830 0.082 -0.025 -0.036 -0.046
C 2.901154 4.201969 -1.575023 0.049 -0.073 0.129 -0.119
H 6.358260 1.416592 0.599785 -0.071 -0.038 0.089 0.050
H 5.648794 2.559375 -0.561931 0.026 -0.004 0.020 0.022
H 5.956068 0.878556 -1.042540 0.023 -0.005 0.028 0.025
H 4.528631 -0.846251 2.096435 0.045 0.108 -0.010 0.050
H 4.225681 -1.575073 0.507240 0.013 0.009 -0.006 0.025
H 2.858597 -1.111881 1.547425 0.044 -0.029 0.033 0.016
H 3.908667 2.053255 2.774395 0.041 -0.042 -0.013 0.050
H 2.223257 1.904588 2.247950 0.021 0.005 0.047 0.021
H 3.232976 3.252423 1.653430 0.025 -0.015 -0.017 0.024
H 4.368645 -0.458790 -2.214822 -0.013 -0.059 0.010 0.077
H 4.722913 -2.098732 -4.013446 -0.006 -0.002 -0.034 0.119
H 2.978821 -2.462057 -5.730459 0.024 -0.003 0.011 0.122
H 0.873052 -1.161216 -5.654768 0.048 -0.018 -0.043 0.123
H 0.498407 0.473975 -3.866210 -0.025 -0.057 -0.032 0.099
H 0.258660 2.835209 -3.229141 -0.047 0.081 -0.041 0.095
H -0.078100 5.196447 -3.840554 0.027 0.019 -0.028 0.122
H 1.476446 6.924429 -2.995028 0.012 0.003 0.016 0.123
H 3.385081 6.287190 -1.560562 0.025 0.003 -0.044 0.121
H 3.736675 3.930545 -0.940060 -0.031 0.057 0.044 0.084

Entry 2:
75
Properties=species:S:1:pos:R:3:forces:R:3:lowdin_charge:R:1 method="wB97M-V/def2-TZVPD" charge=0 spin_multiplicity=4
C 1.894701 -0.406647 -0.769054 0.221 0.776 0.060 -0.165
C 1.142040 0.423832 -1.658595 0.493 0.449 0.045 -0.193
C 0.910928 1.674238 -0.999602 0.726 -0.218 0.078 -0.204
H 0.806212 0.146851 -2.647920 0.112 0.104 -0.013 0.102
C 1.478010 1.587238 0.312229 0.764 0.394 -0.630 -0.187
C 2.080208 0.306282 0.443850 0.880 0.399 -0.731 -0.176
H 2.693937 -0.014323 1.284493 -0.402 -0.040 -0.153 0.117
H 2.296894 -1.385414 -0.982236 -0.206 -0.088 -0.003 0.112
H 0.431745 2.545433 -1.416900 -0.052 -0.044 0.071 0.100
H 1.548706 2.387410 1.034148 -0.208 -0.040 -0.046 0.106
V -0.100639 0.108558 0.110600 -1.354 -0.084 0.758 0.556
Si -6.990837 3.892762 2.883721 -0.598 -0.059 0.210 0.726
C -8.158906 4.174960 1.443001 0.291 -0.011 -0.466 -0.340
C -9.553794 4.348932 1.501884 0.123 0.019 -0.481 -0.096
H -10.077252 4.332338 2.460467 0.181 -0.071 -0.247 0.101
C -10.290318 4.554876 0.321769 0.198 -0.020 0.072 -0.092
H -11.377860 4.676769 0.360875 0.423 -0.046 0.064 0.101
C -9.642620 4.602215 -0.918640 0.223 -0.057 0.264 -0.090
H -10.213942 4.750235 -1.839790 0.180 -0.037 0.367 0.102
C -8.250875 4.459914 -0.974380 -0.158 0.046 -0.108 -0.092
H -7.726374 4.510312 -1.930712 -0.225 0.019 0.234 0.091
C -7.519696 4.250712 0.191649 -0.381 0.044 -0.062 -0.124
H -6.431677 4.150694 0.129927 -0.317 -0.017 -0.016 0.088
C -6.402684 5.559016 3.503227 -0.344 0.455 0.473 -0.322
C -6.601376 6.746950 2.774651 0.465 0.042 0.167 -0.095
H -7.268575 6.767214 1.909973 0.407 -0.175 0.060 0.099
C -5.959688 7.931431 3.159851 -0.096 -0.027 0.178 -0.093
H -6.063524 8.831645 2.547479 -0.022 -0.306 0.223 0.102
C -5.192562 7.971455 4.327376 -0.036 -0.365 -0.068 -0.096
H -4.658678 8.885211 4.609458 -0.255 -0.365 -0.090 0.101
C -5.127565 6.832264 5.144132 -0.142 0.157 -0.032 -0.095
H -4.579658 6.879558 6.089916 -0.241 -0.047 -0.305 0.100
C -5.763214 5.649157 4.754957 0.287 0.380 -0.311 -0.116
H -5.777368 4.793205 5.433637 0.270 0.136 -0.268 0.097
H -5.841635 2.994837 2.538040 -0.308 0.359 -0.082 -0.039
Si -2.222945 1.755632 0.334907 2.676 -1.884 -0.539 0.225
C -1.539996 3.341316 1.043762 -0.177 0.879 0.014 -0.340
C -1.657829 4.571470 0.369385 0.404 -0.130 0.449 -0.087
H -2.166924 4.614025 -0.596362 -0.014 0.035 0.338 0.099
C -1.068860 5.728119 0.893804 0.081 -0.001 -0.197 -0.097
H -1.156750 6.660236 0.343245 -0.038 -0.038 0.089 0.096
C -0.332757 5.693438 2.074705 -0.086 -0.290 0.107 -0.099
H 0.129843 6.604713 2.480245 -0.224 -0.494 -0.250 0.102
C -0.186482 4.464929 2.735462 -0.004 0.018 -0.125 -0.100
H 0.435103 4.407613 3.628430 -0.199 0.017 -0.093 0.096
C -0.785429 3.308143 2.231126 0.072 0.614 -0.177 -0.142
H -0.618135 2.361619 2.748347 -0.147 0.149 -0.099 0.086
C -3.001215 2.078944 -1.316175 -0.865 0.689 -0.763 -0.343
C -2.277316 2.145046 -2.529989 -0.539 0.209 0.078 -0.101
H -1.224581 1.858135 -2.582763 -0.341 0.095 0.185 0.072
C -2.895770 2.588115 -3.708258 0.047 -0.156 0.020 -0.100
H -2.320055 2.635636 -4.633299 -0.069 0.013 0.229 0.098
C -4.243092 2.946129 -3.728572 -0.164 -0.045 0.488 -0.095
H -4.721206 3.308487 -4.649115 0.264 -0.222 0.456 0.102
C -4.982917 2.821315 -2.540794 0.077 -0.104 -0.438 -0.090
H -6.049068 3.043437 -2.540593 0.196 -0.010 -0.013 0.081
C -4.375566 2.383919 -1.366208 0.073 0.122 -0.317 -0.126
H -4.989765 2.274149 -0.466472 0.263 0.101 -0.254 0.062
H -7.788589 3.212683 3.929204 0.084 -0.014 0.208 -0.032
Cl -3.664339 1.098070 1.642589 -1.057 -0.150 0.721 0.264
O 0.013908 -0.730702 2.031692 -0.177 -0.964 0.700 -0.167
C 0.359292 -2.147130 2.107115 0.077 1.253 0.294 -0.105
C -0.044361 -2.778243 0.799819 -0.783 0.124 -0.294 -0.235
C -0.043061 -4.168317 0.652294 0.081 0.612 -0.210 -0.013
C -0.403277 -4.699202 -0.579075 0.111 0.550 -0.245 -0.040
C -0.726239 -3.800976 -1.626060 0.235 -0.461 0.331 -0.042
C -0.699093 -2.440290 -1.412094 -0.107 -0.060 1.308 -0.080
N -0.426388 -1.929604 -0.172997 -0.024 -1.139 -0.596 0.007
H -0.020299 -0.276566 2.885258 0.008 -0.410 -0.221 0.128
H 1.455012 -2.242704 2.246180 -0.456 0.007 -0.019 0.139
H -0.164230 -2.566610 2.969806 0.088 -0.239 -0.199 0.136
H 0.259796 -4.741437 1.524180 -0.103 -0.267 -0.327 0.121
H -0.384428 -5.775393 -0.748409 -0.141 0.302 0.021 0.111
H -0.995027 -4.164614 -2.607043 0.046 -0.106 -0.010 0.106
H -0.919267 -1.698546 -2.177039 -0.072 -0.267 0.139 0.120

Entry 3:
83
Properties=species:S:1:pos:R:3:forces:R:3:lowdin_charge:R:1 method="wB97M-V/def2-TZVPD" charge=-2
Rb 5.329420 -17.926155 15.098989 0.872 -0.424 0.714 0.914
C 5.535849 -21.079430 15.837484 -0.835 -0.344 1.424 -0.290
Si 6.630046 -21.518740 17.216602 -2.305 2.654 -1.130 0.505
C 7.971962 -20.174528 17.640931 0.774 -1.488 -0.606 -0.264
N 7.771355 -18.780824 17.382599 -0.314 0.707 -0.769 -0.243
C 7.001736 -18.057800 18.408039 1.727 0.582 0.290 -0.179
C 7.848495 -17.919963 19.746966 -0.320 -0.638 -0.596 -0.168
C 9.236707 -17.287468 19.473658 -0.326 -0.783 -0.335 -0.206
C 9.940073 -17.903912 18.240599 0.177 0.241 -0.602 -0.186
C 8.994787 -18.065199 17.000288 -0.647 1.035 1.269 -0.181
C 5.574173 -21.851193 18.772415 -1.627 -0.216 0.483 -0.228
C 4.144494 -21.749548 18.734650 0.683 0.068 0.710 -0.076
C 3.355032 -22.289251 19.775864 -0.065 0.308 -0.675 -0.107
C 3.951691 -22.860599 20.915114 -0.622 -0.197 -0.491 -0.129
C 5.331531 -22.999907 20.942244 -0.021 0.568 0.850 -0.128
C 6.093875 -22.456586 19.924758 1.227 -0.411 -1.135 -0.135
C 7.634064 -23.037977 17.044712 0.602 -0.315 -0.299 -0.252
C 8.914205 -23.032577 16.490344 0.042 0.450 0.422 -0.092
C 9.709332 -24.179139 16.562819 -0.458 0.912 -0.435 -0.112
C 9.172131 -25.335005 17.095453 0.043 -0.300 0.377 -0.124
C 7.863736 -25.357411 17.604740 0.442 -0.772 -0.573 -0.101
C 7.089995 -24.232578 17.512522 0.759 0.028 0.128 -0.111
H 4.410552 -21.096007 15.921918 1.252 -0.065 0.070 -0.061
H 5.824483 -21.113739 14.805374 0.358 -0.029 -0.494 -0.092
H 8.780867 -20.543138 16.941539 -0.536 0.683 0.759 0.064
H 8.360906 -20.343023 18.650158 0.288 -0.315 0.251 0.069
H 6.049795 -18.574402 18.531041 -0.012 0.124 0.242 0.085
H 6.857674 -17.012251 18.047592 -0.294 -0.702 0.006 0.109
H 7.974400 -18.936495 20.187852 -0.041 0.661 -0.180 0.100
H 7.309046 -17.310439 20.473240 -0.125 -0.058 0.033 0.086
H 9.896442 -17.459724 20.339245 -0.216 0.246 -0.101 0.095
H 9.153741 -16.202794 19.316855 -0.142 -0.184 0.056 0.105
H 10.350358 -18.900705 18.468233 -0.024 0.308 0.118 0.096
H 10.778086 -17.207429 18.032365 -0.148 -0.577 -0.265 0.098
H 9.464994 -18.521807 16.118735 -0.006 -0.108 0.412 0.114
H 8.640544 -17.062577 16.694695 0.302 -0.191 -0.028 0.110
H 3.677866 -21.174755 17.921445 0.169 -0.663 0.228 0.088
H 2.253303 -22.307372 19.609238 0.856 0.222 0.527 0.095
H 3.328804 -23.216259 21.747949 0.282 0.033 -0.445 0.088
H 5.834833 -23.441257 21.809984 -0.245 0.058 -0.311 0.093
H 7.185064 -22.649550 19.901941 -0.602 0.199 0.372 0.108
H 9.306838 -22.067959 16.080027 -0.154 -1.207 0.357 0.100
H 10.720805 -24.043553 16.207055 0.210 -0.663 -0.060 0.087
H 9.769486 -26.230182 17.139829 0.195 -0.214 0.091 0.078
H 7.438093 -26.273585 18.030325 0.285 0.248 -0.196 0.097
H 6.091725 -24.262407 17.878787 -0.676 0.103 0.241 0.095
S 3.849106 -17.370115 20.240659 -1.057 -0.126 0.456 0.631
C 2.317720 -17.831293 20.665238 0.449 -0.659 0.195 -1.106
N 1.207539 -17.750692 19.887076 0.459 -0.043 0.999 -0.077
C -0.051181 -18.324520 20.352750 -0.322 0.353 -0.115 -0.208
C 0.221881 -18.946753 21.759533 -0.669 -0.990 -0.568 -0.498
S 1.908080 -18.709097 22.237699 1.250 1.097 -1.398 0.856
H 1.332044 -17.276340 19.002151 -0.195 -0.176 0.003 0.141
H -0.424899 -19.054681 19.600528 0.351 0.166 0.674 0.119
H -0.848269 -17.554714 20.427585 0.521 -0.213 0.003 0.110
H 0.037942 -20.024153 21.734829 -0.062 0.080 -0.153 0.062
H -0.373499 -18.568958 22.572841 -0.625 0.468 -0.103 0.048
F 7.574350 -15.004494 13.925920 0.631 0.236 -0.333 0.026
C 6.963844 -14.410529 14.984019 -1.247 -0.031 1.512 -0.309
C 6.149477 -15.170136 15.781783 -0.857 -0.118 -0.112 -0.066
C 5.343828 -14.558885 16.717406 2.242 1.157 -0.309 -0.311
F 4.361866 -15.202364 17.351408 -0.617 -0.651 0.578 0.039
C 5.604892 -13.243096 17.129815 -0.260 0.171 -0.714 -0.149
F 4.960392 -12.650512 18.176690 0.172 -0.076 -0.235 0.048
C 6.448653 -12.471278 16.327228 0.344 -0.079 -0.289 -0.131
F 6.627962 -11.125161 16.575150 -0.184 -0.918 -0.141 0.033
C 7.090030 -13.057908 15.216056 -0.253 0.365 0.082 -0.173
F 7.715166 -12.259376 14.314334 0.326 0.416 0.104 0.047
O 2.490418 -18.465028 10.576527 0.701 -0.329 -0.303 0.045
C 1.484264 -17.866870 11.275371 -0.133 0.516 0.362 -0.273
C 0.277640 -17.578792 10.658558 -1.442 0.654 -0.073 -0.052
C -0.757467 -16.953197 11.369550 0.393 -0.069 0.396 -0.118
C -0.551520 -16.613935 12.705949 -1.017 0.385 0.406 -0.122
C 0.644943 -16.875387 13.336278 -0.073 -0.520 -1.188 -0.034
C 1.663334 -17.524113 12.627582 0.137 -0.372 0.273 -0.036
C 2.906417 -17.814917 13.498800 -1.121 1.682 -0.038 -0.723
O 3.716350 -18.677905 13.173394 0.136 -0.716 -0.528 -0.131
O 2.907476 -17.021181 14.484255 0.551 -0.682 0.047 -0.197
H 2.609836 -18.109250 9.682490 -0.490 0.000 0.511 0.108
H 0.040071 -17.800059 9.618047 0.554 -0.208 0.069 0.099
H -1.720250 -16.735894 10.905030 0.294 -0.111 -0.048 0.085
H -1.339878 -16.157940 13.329839 0.216 -0.138 -0.653 0.094
H 0.821330 -16.594088 14.362677 0.113 -0.094 -0.072 0.110

Calculated energy relative to the best compared isomer or geometry (same formula, charge and spin), 30.48; 0.00; 0.00 kcal per mole (same order as the records).